Entry 1:
{"formula": "C13H20CuN4O4", "method": "ωB97M-V/def2-TZVPD", "species": ["Cu", "O", "C", "O", "C", "C", "C", "C", "C", "N", "C", "O", "O", "H", "H", "H", "H", "N", "C", "C", "C", "N", "C", "C", "N", "C", "H", "H", "H", "H", "H", "H", "H", "H", "H", "H", "H", "H", "H", "H", "H", "H"], "coordinates": [[-0.272, 0.156, 0.500], [-0.602, 2.149, 4.107], [-0.422, 1.662, 2.914], [-0.726, 0.519, 2.574], [0.209, 2.589, 1.930], [0.664, 3.875, 2.132], [1.268, 4.520, 1.049], [1.410, 3.870, -0.169], [0.931, 2.572, -0.276], [0.338, 1.985, 0.751], [1.010, 1.676, -1.496], [1.326, 2.080, -2.581], [0.666, 0.428, -1.217], [-0.997, 1.488, 4.703], [0.562, 4.358, 3.094], [1.636, 5.530, 1.168], [1.885, 4.338, -1.020], [-0.342, -0.969, -3.160], [-1.366, -1.979, -2.701], [-2.685, -1.328, -2.262], [-2.941, -1.101, -0.769], [-2.344, 0.161, -0.244], [-2.492, -2.296, 0.064], [-1.059, -2.753, -0.190], [-0.070, -1.855, 0.494], [-0.781, -2.968, -1.683], [-0.747, -0.329, -3.845], [0.429, -1.442, -3.633], [0.093, -0.375, -2.375], [-1.579, -2.544, -3.607], [-3.471, -2.011, -2.590], [-2.865, -0.409, -2.829], [-4.026, -1.022, -0.670], [-2.884, 0.429, 0.577], [-2.508, 0.912, -0.910], [-3.152, -3.136, -0.166], [-2.638, -2.091, 1.129], [-0.941, -3.735, 0.270], [0.865, -2.059, 0.142], [-0.044, -2.136, 1.474], [-1.231, -3.933, -1.919], [0.289, -3.114, -1.860]], "forces_ev_per_angstrom": [[0.1, -0.1, -0.1], [0.0, 0.0, 0.0], [0.0, 0.0, 0.0], [0.0, 0.0, 0.0], [0.0, 0.0, 0.0], [0.0, 0.0, 0.0], [0.0, 0.0, 0.0], [0.0, 0.0, 0.0], [0.0, 0.0, 0.0], [0.0, 0.1, 0.0], [0.0, 0.0, 0.0], [0.0, 0.0, 0.0], [0.0, 0.0, 0.0], [0.0, 0.0, 0.0], [0.0, 0.0, 0.0], [0.0, 0.0, 0.0], [0.0, 0.0, 0.0], [0.0, 0.0, 0.0], [0.0, 0.0, 0.0], [0.0, 0.0, 0.0], [0.0, 0.0, 0.0], [0.0, 0.0, 0.0], [0.0, 0.0, 0.0], [0.0, 0.0, 0.0], [0.0, 0.0, 0.0], [0.0, 0.0, 0.0], [0.0, 0.0, 0.0], [0.0, 0.0, 0.0], [0.0, 0.0, 0.0], [0.0, 0.0, 0.0], [0.0, 0.0, 0.0], [0.0, 0.0, 0.0], [0.0, 0.0, 0.0], [0.0, 0.0, 0.0], [0.0, 0.0, 0.0], [0.0, 0.0, 0.0], [0.0, 0.0, 0.0], [0.0, 0.0, 0.0], [0.0, 0.0, 0.0], [0.0, 0.0, 0.0], [0.0, 0.0, 0.0], [0.0, 0.0, 0.0]], "charge": 2, "s_squared": 0.7524, "e_lumo_ev": [-6.75, -7.37], "homo_ev": [-16.215, -16.310], "multiplicity": 2, "orbital_gap_ev": [9.5, 8.9]}


Entry 2:
{"formula": "C13H20FNO2", "method": "ωB97M-V/def2-TZVPD", "species": ["O", "C", "C", "N", "C", "C", "C", "C", "C", "O", "C", "C", "C", "C", "F", "C", "C", "H", "H", "H", "H", "H", "H", "H", "H", "H", "H", "H", "H", "H", "H", "H", "H", "H", "H", "H", "H"], "coordinates": [[-5.165, -1.032, 1.175], [-3.958, -0.370, 0.886], [-3.288, 0.213, 2.145], [-2.012, 0.854, 1.926], [-2.060, 2.096, 1.178], [-0.708, 2.812, 1.226], [0.451, 2.029, 0.607], [0.277, 1.755, -0.886], [1.417, 0.899, -1.428], [1.299, -0.386, -0.847], [2.219, -1.337, -1.151], [3.292, -1.162, -2.019], [4.171, -2.206, -2.258], [3.971, -3.417, -1.628], [4.830, -4.435, -1.864], [2.911, -3.616, -0.760], [2.039, -2.574, -0.526], [-4.995, -1.712, 1.837], [-4.226, 0.428, 0.190], [-3.253, -1.051, 0.381], [-3.125, -0.602, 2.862], [-3.964, 0.938, 2.607], [-1.379, 0.204, 1.470], [-2.807, 2.735, 1.658], [-2.370, 1.960, 0.129], [-0.467, 3.010, 2.271], [-0.811, 3.771, 0.712], [0.573, 1.081, 1.130], [1.369, 2.603, 0.753], [-0.655, 1.220, -1.066], [0.247, 2.695, -1.439], [1.347, 0.823, -2.522], [2.386, 1.346, -1.166], [3.457, -0.221, -2.518], [5.006, -2.081, -2.929], [2.779, -4.573, -0.282], [1.203, -2.694, 0.145]], "forces_ev_per_angstrom": [[-0.3, -0.2, 0.2], [0.4, 0.2, 0.1], [-0.2, -0.2, -0.2], [0.3, -0.1, -0.1], [0.2, 0.2, 0.0], [-0.1, -0.2, 0.0], [-0.3, 0.1, -0.1], [0.4, -0.3, 0.2], [-0.2, 0.3, -0.2], [-0.2, 0.0, 0.1], [0.2, -0.3, 0.0], [-0.3, 0.2, 0.1], [0.1, -0.4, 0.1], [0.0, 0.2, -0.1], [0.0, 0.0, 0.0], [0.2, 0.0, -0.1], [0.0, 0.3, -0.1], [0.0, 0.0, -0.1], [0.1, -0.1, 0.0], [0.0, 0.2, 0.0], [-0.1, 0.0, 0.0], [0.0, -0.1, 0.0], [0.0, 0.0, 0.1], [0.0, 0.0, -0.1], [0.0, 0.1, 0.1], [0.0, 0.1, 0.0], [0.0, 0.1, 0.0], [0.1, 0.0, 0.1], [0.1, -0.1, 0.0], [-0.1, 0.0, -0.1], [0.0, 0.0, -0.1], [0.1, 0.0, 0.1], [0.0, -0.1, 0.0], [0.0, 0.1, 0.0], [0.1, 0.0, -0.1], [0.0, -0.1, 0.0], [-0.1, 0.0, 0.1]], "e_lumo_ev": 0.74, "e_above_lowest_kj_mol": 17.0, "homo_ev": -8.538, "multiplicity": 1, "orbital_gap_ev": 9.3, "smiles": "OCCNCCCCCOc1ccc(F)cc1"}


Entry 3:
{"formula": "C13H20N", "method": "ωB97M-V/def2-TZVPD", "species": ["C", "C", "C", "C", "C", "C", "N", "C", "C", "C", "C", "C", "C", "C", "H", "H", "H", "H", "H", "H", "H", "H", "H", "H", "H", "H", "H", "H", "H", "H", "H", "H", "H", "H"], "coordinates": [[3.645, -0.947, -0.770], [2.757, -1.250, 0.256], [1.869, -0.270, 0.700], [1.846, 1.014, 0.133], [0.876, 2.087, 0.575], [-0.539, 1.935, 0.007], [-1.038, 0.535, 0.002], [-1.495, 0.111, 1.357], [-1.827, -1.378, 1.420], [-2.054, -2.072, 0.056], [-2.394, -1.159, -1.154], [-2.209, 0.332, -0.919], [2.755, 1.298, -0.887], [3.645, 0.326, -1.340], [4.335, -1.707, -1.098], [2.760, -2.211, 0.743], [1.231, -0.486, 1.544], [0.884, 2.234, 1.650], [1.250, 3.017, 0.156], [-1.249, 2.506, 0.596], [-0.567, 2.299, -1.013], [-0.318, -0.105, -0.343], [-0.769, 0.404, 2.104], [-2.394, 0.685, 1.553], [-1.063, -1.919, 1.967], [-2.736, -1.475, 2.003], [-1.204, -2.691, -0.204], [-2.880, -2.761, 0.186], [-1.787, -1.479, -1.995], [-3.422, -1.315, -1.464], [-1.970, 0.809, -1.865], [-3.082, 0.813, -0.497], [2.790, 2.278, -1.337], [4.355, 0.541, -2.121]], "forces_ev_per_angstrom": [[-0.3, 0.1, 0.2], [-0.2, 0.7, -0.1], [0.1, 0.3, -0.2], [0.2, -0.3, -0.1], [0.3, -0.1, -0.3], [0.3, 0.1, 0.2], [-0.9, 0.0, -0.1], [-0.1, -0.3, 0.2], [-0.1, -0.1, -0.3], [-0.3, 0.2, 0.0], [-0.2, -0.3, 0.3], [0.4, -0.3, -0.5], [0.2, -0.5, -0.1], [-0.2, -0.3, 0.4], [0.1, 0.0, -0.1], [0.1, -0.2, 0.0], [-0.1, -0.1, 0.2], [-0.1, -0.2, 0.2], [-0.1, 0.3, 0.1], [-0.1, 0.1, 0.0], [0.0, -0.1, -0.2], [0.4, 0.1, 0.2], [0.3, 0.0, 0.0], [-0.1, 0.3, -0.1], [0.2, 0.0, 0.1], [-0.1, 0.0, 0.2], [0.3, 0.0, 0.0], [0.0, -0.2, 0.0], [0.1, 0.1, -0.2], [-0.2, 0.0, 0.0], [0.0, 0.2, 0.0], [0.0, 0.1, 0.3], [-0.1, 0.2, 0.0], [0.0, 0.2, -0.1]], "charge": 1, "e_lumo_ev": -2.40, "e_above_lowest_kj_mol": 0.0, "homo_ev": -12.591, "multiplicity": 1, "orbital_gap_ev": 10.2, "smiles": "c1ccc(CC[NH+]2CCCCC2)cc1"}


Entry 4:
{"formula": "C13H20N2O6P", "method": "ωB97M-V/def2-TZVPD", "species": ["C", "C", "O", "O", "C", "C", "C", "C", "C", "N", "P", "O", "O", "H", "H", "H", "H", "H", "H", "H", "H", "H", "H", "H", "H", "H", "H", "H", "C", "C", "C", "C", "C", "C", "N", "O", "O", "H", "H", "H", "H", "H"], "coordinates": [[1.561, 0.088, -0.809], [1.454, 1.230, -2.025], [1.783, 0.837, -3.272], [1.009, 2.577, -1.637], [-0.122, 3.051, -2.448], [-1.551, 2.253, -2.131], [-2.342, 2.820, -0.812], [-3.975, 2.683, -0.866], [-4.536, 1.212, -1.326], [-3.621, 0.138, -0.779], [-4.198, -1.504, -1.164], [-3.672, -2.051, -2.736], [-3.340, -2.544, -0.008], [0.941, -0.866, -1.157], [2.688, -0.206, -0.574], [1.111, 0.512, 0.208], [0.131, 3.014, -3.604], [-0.303, 4.185, -2.134], [-2.295, 2.291, -3.050], [-1.353, 1.094, -1.926], [-1.889, 2.242, 0.128], [-2.101, 3.987, -0.744], [-4.364, 2.851, 0.250], [-4.431, 3.513, -1.554], [-5.592, 1.047, -0.794], [-4.660, 1.209, -2.493], [-3.064, -1.385, -3.182], [-2.383, -2.195, -0.078], [5.255, -3.043, 3.059], [4.765, -2.217, 4.072], [3.489, -1.660, 3.965], [2.707, -1.941, 2.836], [3.200, -2.763, 1.814], [4.478, -3.312, 1.930], [1.356, -1.379, 2.730], [0.963, -0.641, 3.646], [0.683, -1.678, 1.732], [6.248, -3.479, 3.149], [5.377, -2.011, 4.947], [3.122, -1.019, 4.763], [2.606, -2.985, 0.930], [4.868, -3.954, 1.144]], "forces_ev_per_angstrom": [[-0.3, 0.8, 0.4], [1.4, -2.0, -4.3], [-2.3, 3.1, 7.6], [0.0, -3.5, -1.5], [-2.0, 0.9, -1.0], [-0.1, -0.7, 0.3], [0.5, 0.2, -0.1], [0.0, -0.5, 0.9], [0.0, -0.4, 0.8], [-0.9, -2.5, -1.8], [-0.3, 2.0, 1.5], [1.3, 1.6, 0.3], [1.8, 2.4, -2.2], [1.4, 2.2, 0.7], [-2.4, 0.7, -0.9], [0.8, -0.9, -2.4], [-0.4, -0.1, 2.5], [0.7, -2.4, -0.6], [1.8, 0.1, 1.6], [-0.4, 2.5, -0.6], [-1.2, 1.4, -2.0], [-0.4, -2.4, 0.1], [0.8, -0.2, -2.4], [0.8, -1.4, 1.2], [1.7, 0.7, -1.5], [0.1, 0.1, 1.9], [-0.9, -1.0, 1.0], [-1.8, -0.8, 0.5], [-0.1, 0.0, 0.0], [-0.2, -0.1, -0.3], [0.0, -0.1, -0.1], [1.0, -0.4, 0.1], [0.0, 0.0, 0.1], [-0.1, 0.2, 0.3], [-1.6, 0.6, -0.2], [0.7, -1.1, -1.3], [1.1, 0.4, 1.6], [-0.2, 0.1, 0.0], [-0.2, 0.0, -0.2], [-0.1, -0.1, -0.3], [0.0, 0.2, 0.3], [-0.1, 0.1, 0.1]], "charge": -1, "e_lumo_ev": 0.96, "homo_ev": -2.864, "multiplicity": 1, "orbital_gap_ev": 3.8}


Entry 5:
{"formula": "C13H20N2OS2W", "method": "ωB97M-V/def2-TZVPD", "species": ["W", "N", "C", "C", "C", "C", "N", "H", "H", "H", "H", "H", "H", "H", "H", "H", "H", "H", "H", "C", "O", "C", "S", "S", "H", "H", "H", "C", "C", "C", "C", "C", "C", "C", "H", "H", "H", "H", "H"], "coordinates": [[-0.304, -0.581, -0.062], [0.868, -0.897, -1.775], [2.207, -0.581, -1.395], [2.810, -1.707, -0.501], [1.957, -2.417, 0.594], [1.795, -1.549, 1.831], [0.403, -1.199, 1.778], [0.836, -1.879, -2.095], [0.467, -0.285, -2.542], [2.169, 0.304, -0.796], [2.907, -0.335, -2.256], [3.765, -1.312, -0.163], [3.161, -2.474, -1.172], [2.292, -3.424, 0.927], [0.901, -2.535, 0.144], [2.514, -0.714, 1.852], [2.061, -2.097, 2.747], [0.123, -0.611, 2.598], [-0.023, -2.168, 1.943], [-4.918, -3.461, -0.627], [-4.249, -2.295, -1.231], [-3.180, -1.754, -0.604], [-2.826, -0.180, -0.263], [-1.911, -2.851, -0.332], [-4.990, -4.225, -1.371], [-5.973, -3.232, -0.349], [-4.338, -3.761, 0.258], [-0.041, 1.174, 0.124], [0.023, 2.601, 0.183], [-1.124, 3.443, 0.367], [-1.035, 4.832, 0.446], [0.196, 5.478, 0.257], [1.380, 4.692, 0.075], [1.256, 3.261, 0.009], [-2.091, 2.939, 0.479], [-1.866, 5.465, 0.744], [0.228, 6.531, 0.205], [2.359, 5.083, -0.014], [2.190, 2.720, -0.011]], "forces_ev_per_angstrom": [[-5.0, 2.1, -0.3], [-0.9, -0.6, -2.7], [2.4, 0.2, 0.3], [0.5, -0.7, -0.9], [0.0, 0.2, -0.8], [1.9, -0.4, 0.2], [-1.3, -1.4, 4.0], [-0.2, 0.7, -0.1], [0.8, -1.0, 1.1], [-0.1, 0.7, 0.1], [-0.7, -0.7, 0.7], [-0.1, 0.1, 0.7], [-0.1, -0.6, -0.5], [0.3, 0.6, -0.8], [1.6, -0.5, 0.6], [-0.8, 0.2, -0.4], [-0.3, -0.1, -0.1], [0.2, -0.6, -1.0], [0.0, 1.8, -0.1], [0.1, 1.1, 0.5], [-1.5, 0.7, 0.7], [0.5, -2.0, -0.3], [0.0, 1.0, -0.4], [1.3, -0.4, 0.2], [0.4, -0.5, -0.4], [0.8, 0.4, -0.1], [-0.3, -0.2, -0.4], [0.3, -0.1, 0.0], [-0.3, 1.8, -0.4], [0.2, -0.6, 0.2], [0.9, -0.2, 0.0], [1.3, -2.2, -0.3], [-2.9, -1.7, 0.0], [0.0, 2.0, 0.9], [0.3, 0.3, 0.1], [-0.2, -0.3, -0.4], [0.2, 1.0, 0.2], [0.7, 0.7, -0.1], [0.0, -0.4, -0.3]], "s_squared": 2.0494, "e_lumo_ev": [0.38, 0.34], "e_above_lowest_kj_mol": 60.2, "homo_ev": [-5.411, -6.971], "multiplicity": 3, "orbital_gap_ev": [5.8, 7.3]}


Entry 6:
{"formula": "C13H21ClNOS", "method": "ωB97M-V/def2-TZVPD", "species": ["C", "C", "C", "N", "C", "C", "O", "C", "C", "S", "C", "C", "C", "C", "Cl", "C", "C", "H", "H", "H", "H", "H", "H", "H", "H", "H", "H", "H", "H", "H", "H", "H", "H", "H", "H", "H", "H", "H"], "coordinates": [[-2.701, -2.899, -0.178], [-1.462, -2.097, 0.184], [-1.019, -2.366, 1.614], [-1.743, -0.635, 0.054], [-1.775, -0.078, -1.315], [-2.484, 1.292, -1.261], [-2.213, 1.963, -0.052], [-1.241, 2.986, -0.067], [0.194, 2.479, -0.153], [0.488, 1.217, 1.157], [2.134, 0.707, 0.667], [2.342, -0.528, 0.075], [3.620, -0.902, -0.298], [4.683, -0.034, -0.079], [6.271, -0.496, -0.549], [4.471, 1.201, 0.523], [3.195, 1.567, 0.903], [-2.485, -3.960, -0.093], [-3.519, -2.671, 0.502], [-3.026, -2.713, -1.197], [-0.650, -2.331, -0.511], [-1.820, -2.144, 2.315], [-0.757, -3.414, 1.728], [-0.148, -1.772, 1.881], [-2.635, -0.422, 0.514], [-0.999, -0.072, 0.578], [-0.747, 0.008, -1.670], [-2.321, -0.742, -1.987], [-2.212, 1.893, -2.134], [-3.568, 1.133, -1.278], [-1.424, 3.686, -0.892], [-1.390, 3.509, 0.880], [0.415, 2.017, -1.115], [0.885, 3.303, 0.014], [1.517, -1.205, -0.089], [3.795, -1.862, -0.756], [5.302, 1.865, 0.699], [3.027, 2.518, 1.386]], "forces_ev_per_angstrom": [[0.2, 0.1, -0.1], [0.0, -0.5, 0.2], [0.1, 0.1, -0.2], [-0.1, 0.2, 0.3], [-0.1, 0.5, -0.4], [-0.1, -0.2, 0.0], [-0.1, -0.2, 0.0], [0.3, 0.3, 0.1], [-0.2, -0.3, 0.2], [0.5, 0.4, -0.2], [-0.5, 0.1, 0.2], [0.1, 0.1, 0.0], [0.2, 0.0, 0.0], [-0.3, 0.1, 0.1], [0.1, 0.0, 0.0], [0.1, -0.1, -0.1], [0.0, -0.1, 0.0], [0.0, -0.1, 0.0], [-0.1, 0.0, 0.1], [-0.1, 0.0, -0.1], [-0.1, 0.2, 0.0], [-0.1, 0.0, 0.1], [0.0, -0.1, 0.0], [0.1, 0.0, 0.1], [0.2, -0.1, 0.0], [-0.4, -0.4, -0.3], [0.0, -0.1, 0.1], [0.1, 0.0, 0.1], [0.0, -0.1, 0.0], [0.1, 0.0, -0.1], [0.0, -0.1, 0.1], [0.0, 0.1, -0.1], [0.0, 0.1, 0.0], [0.0, 0.0, -0.1], [-0.1, -0.1, 0.0], [0.1, -0.1, -0.1], [0.1, 0.0, 0.0], [0.0, 0.1, 0.1]], "charge": 1, "e_lumo_ev": -2.25, "e_above_lowest_kj_mol": 7.5, "homo_ev": -11.892, "multiplicity": 1, "orbital_gap_ev": 9.6, "smiles": "CC(C)[NH2+]CCOCCSc1ccc(Cl)cc1"}


Which formula does entry 5 have?
C13H20N2OS2W